Entry 1:
Entry from the Open Molecules 2025 dataset: C26H31Cl2F5GaN8SSe as an isolated structure (wB97M-V/def2-TZVPD).

Multiplicity: 1
Molecular weight, Da: 802.24
Orbital gap, eV: 7.91
Lowest unoccupied orbital energy, hartree: -0.1048
Charge: +1

XYZ file:
```
75
Properties=species:S:1:pos:R:3:mulliken_charge:R:1
Ga 0.0772 0.1124 -0.5016 -0.05
C 1.5389 -3.0260 -0.0432 -0.67
N 2.6773 -2.2402 -0.4641 0.50
C 3.9407 -2.9219 -0.7084 -0.64
C 4.9250 -1.7656 -0.8701 -0.70
N 4.1733 -0.6006 -0.3886 0.05
C 4.6337 0.7145 -0.8358 -1.12
C 2.8720 -0.9381 -0.1903 -0.03
N 1.9053 -0.1576 0.2632 0.61
C 2.2087 1.2061 0.7222 -1.50
C 1.1350 1.5528 1.7293 -0.70
N -0.1738 1.2805 1.1098 0.79
C -1.2412 1.4509 1.8701 -0.39
N -1.1758 1.5205 3.2351 0.14
C -0.4237 0.5841 4.0721 -1.11
C -2.4410 2.0398 3.7496 -0.74
C -3.4057 1.6359 2.6653 -0.51
N -2.5352 1.6246 1.4663 0.74
C -2.8719 1.1835 -1.0338 -1.77
H 1.5034 -3.9268 -0.6540 0.40
H 0.6040 -2.4995 -0.1982 -0.18
H 1.6035 -3.3034 1.0116 0.32
H 3.8710 -3.5514 -1.5954 0.35
H 4.1907 -3.5537 0.1488 0.39
H 5.1995 -1.6101 -1.9154 0.33
H 5.8330 -1.9084 -0.2862 0.40
H 5.4036 0.5607 -1.5883 0.44
H 5.0667 1.2909 -0.0190 0.31
H 3.8292 1.2680 -1.3105 0.35
H 2.1927 1.9224 -0.1083 0.22
H 3.1847 1.2533 1.2015 0.76
H 1.1977 2.5967 2.0433 0.38
H 1.3207 0.9208 2.5899 0.45
H -0.1439 -0.2989 3.5061 0.31
H -1.0759 0.2605 4.8807 0.36
H 0.4570 1.0503 4.5150 0.32
H -2.3888 3.1260 3.8594 0.32
H -2.6767 1.6020 4.7154 0.43
H -4.2119 2.3491 2.5569 0.44
H -3.8123 0.6346 2.8232 0.28
H -3.4764 1.5999 -1.8457 0.44
H -3.2298 0.1778 -0.8097 0.44
H -1.5049 0.5960 -2.4036 0.56
Cl -0.9710 -2.0869 -2.5967 -0.14
C 0.5987 -2.2820 -3.3164 1.03
C 0.8973 -3.5241 -3.8491 -0.74
C 2.1316 -3.7288 -4.4407 -0.52
C 3.0436 -2.6886 -4.5002 -0.77
C 2.7241 -1.4586 -3.9504 0.39
Cl 3.9010 -0.1916 -4.0950 -0.16
C 1.4966 -1.2112 -3.3185 -0.32
S 1.1395 0.3875 -2.6676 -0.27
H 0.1580 -4.3115 -3.8084 0.47
H 2.3754 -4.6892 -4.8727 0.41
H 4.0023 -2.8159 -4.9832 0.47
Se -0.7168 2.7827 -1.9161 0.32
N -1.4882 1.0671 -1.4980 -0.41
C -3.1128 2.0847 0.1786 1.77
C -4.6295 2.0465 0.3034 -1.57
C -5.3591 3.1398 0.5007 -0.26
C -4.7264 4.4391 0.7296 -0.39
C -3.4179 4.6050 0.5147 -1.19
C -2.6412 3.5125 -0.0833 0.66
N -1.6577 3.8545 -0.8160 -0.83
H -5.0852 1.0664 0.2208 0.47
H -6.4371 3.0678 0.5589 0.44
H -5.3404 5.2693 1.0519 0.47
H -2.9242 5.5616 0.6178 0.52
F -0.3289 -2.0301 2.1994 -0.29
C -1.5600 -1.6372 1.8103 -0.38
F -1.1657 -1.1396 0.1856 -0.03
C -2.2385 -2.9236 1.3152 0.90
F -1.4665 -3.7530 0.5854 -0.21
F -2.6398 -3.6007 2.3983 -0.29
F -3.3167 -2.6249 0.5774 -0.28
```

=====

Entry 2:
Entry from the Open Molecules 2025 dataset: C26H31F5IrN8O7STe as an isolated structure (wB97M-V/def2-TZVPD).

Multiplicity: 2
Molecular weight, Da: 1014.46
⟨S²⟩: 0.76
Orbital gap (alpha / beta), eV: 4.39 / 4.14
Lowest unoccupied orbital energy (alpha / beta), hartree: -0.2945 / -0.2997
Charge: +2

XYZ file:
```
80
Properties=species:S:1:pos:R:3:lowdin_spin:R:1
Ir 1.8426 -0.2303 -0.2688 0.01
O 1.4729 -7.1586 -3.8788 0.00
C 0.5653 -7.0133 -3.2029 0.00
O -0.3223 -6.8193 -2.5037 0.00
C 0.7127 -4.1646 -2.4053 0.02
C -0.1795 -3.7627 -1.4702 0.00
C 0.2851 -2.7378 -0.6108 0.00
N 1.4192 -2.0820 -0.9171 0.00
C 2.2084 -2.4476 -1.9466 0.00
C 1.9195 -3.6361 -2.6736 0.00
C 3.3584 -1.6249 -2.2135 0.00
C 4.0559 -1.7219 -3.4216 0.00
C 5.0075 -0.8437 -3.9158 0.00
C 5.6729 0.1766 -3.2023 0.00
C 5.6478 0.3464 -1.8384 0.00
N 3.5407 -0.6111 -1.2881 0.00
C -0.4191 -2.4766 0.6305 0.00
C -1.0790 -3.5234 1.2799 0.00
C -1.6357 -3.3737 2.5317 0.00
C -1.4366 -2.1638 3.2047 0.00
C -0.8134 -1.1353 2.5510 0.02
N -0.4164 -1.2385 1.2514 0.01
H -1.1674 -4.1803 -1.3860 0.00
H 2.6296 -4.0735 -3.3551 0.00
H 3.7436 -2.5040 -4.0971 0.00
H 5.3065 -0.9761 -4.9439 0.00
H 6.3679 0.7986 -3.7497 0.00
H 6.3863 0.9679 -1.3397 0.00
H -1.1086 -4.4859 0.7982 0.00
H -2.1641 -4.1830 3.0038 0.00
H -1.7738 -2.0277 4.2197 0.00
H 0.3449 0.6451 2.7960 0.01
N 3.0355 -0.4867 1.8622 0.00
C 3.2892 0.8565 2.4080 0.00
C 3.4767 1.8293 1.2515 0.00
N 2.3115 1.7682 0.3525 0.00
H 2.7148 -1.1125 2.5956 0.00
H 3.9163 -0.8599 1.5149 0.00
H 4.1764 0.8726 3.0462 0.00
H 2.4372 1.1589 3.0188 0.00
H 4.3627 1.5513 0.6847 0.00
H 3.6314 2.8416 1.6289 0.00
H 2.5444 2.3179 -0.4811 0.00
H 1.5351 2.2655 0.7928 0.00
C -7.7243 3.6851 1.0004 0.00
C -6.6071 2.8245 1.5325 0.00
S -5.6746 2.1857 0.0970 0.00
O -5.0266 3.2571 -0.6029 0.00
O -6.4837 1.2656 -0.6380 0.00
C -4.2759 1.1684 0.8149 0.00
C -3.0478 2.0613 0.8684 0.00
N -1.8804 1.3090 1.3469 0.10
C -0.9269 0.9309 0.4341 0.05
N -0.0918 -0.1069 0.5243 0.09
C -0.6019 0.2207 3.1407 0.03
C -1.7620 1.0427 2.6838 0.39
N -2.6746 1.4047 3.6907 0.05
O -2.3956 1.0196 4.8187 0.12
O -3.6755 2.0542 3.4202 0.09
C -0.7807 1.7528 -0.7936 0.01
H -8.3147 4.0788 1.8276 0.00
H -8.3837 3.1040 0.3599 0.00
H -7.3270 4.5221 0.4319 0.00
H -6.9727 1.9442 2.0530 0.00
H -5.8932 3.3740 2.1394 0.00
H -4.1548 0.3239 0.1404 0.00
H -4.6169 0.8341 1.7900 0.00
H -3.2341 2.9025 1.5355 0.00
H -2.8792 2.4594 -0.1267 0.00
H -0.6209 0.1772 4.2306 0.00
H -0.8306 2.8233 -0.6068 0.00
H -1.5594 1.4954 -1.5150 0.00
H 0.1473 1.5256 -1.3076 0.00
F 1.2033 0.1309 -2.5417 0.00
Te 3.0651 1.1892 -3.0919 0.00
F 4.0565 2.3399 -1.6304 0.00
F 1.7857 2.5100 -2.5143 0.00
F 3.8979 2.5720 -4.1218 0.00
F 2.0294 1.0855 -4.7539 0.00
O 4.8282 -0.2091 -0.9491 0.00
```

=====

Entry 3:
Entry from the Open Molecules 2025 dataset: a 2-piece molecular cluster, C26H31N2O3 overall (wB97M-V/def2-TZVPD).

Multiplicity: 1
Molecular weight, Da: 419.54
Orbital gap, eV: 3.96
Lowest unoccupied orbital energy, hartree: -0.1894
Charge: +1

XYZ file:
```
62
Properties=species:S:1:pos:R:3:mulliken_charge:R:1
C -5.4197 2.8821 -2.2450 -0.83
O -5.2693 1.4836 -2.2883 -0.42
C -3.9606 1.0278 -2.1693 0.87
C -3.7417 -0.3492 -2.3421 -0.70
C -2.4903 -0.8872 -2.2633 -0.56
C -1.3626 -0.0721 -2.0313 0.62
C -0.0850 -0.6783 -2.0191 -0.41
C 1.1867 -0.0773 -2.1456 0.70
C 2.3340 -0.8718 -1.9412 -0.66
C 3.5853 -0.3365 -2.0416 -0.37
C 3.7806 1.0210 -2.3475 0.72
O 5.0906 1.4938 -2.3508 -0.42
C 5.2133 2.8929 -2.2642 -0.82
C 2.6438 1.7940 -2.6429 -0.62
C 1.3884 1.2592 -2.5581 -0.88
C -1.5891 1.3046 -1.8105 -0.91
C -2.8469 1.8351 -1.8793 -0.60
H -6.4766 3.1133 -2.3781 0.25
H -5.0948 3.2672 -1.2780 0.34
H -4.8526 3.3413 -3.0560 0.37
H -4.5895 -0.9771 -2.5440 0.49
H -2.3394 -1.9426 -2.4120 0.48
H -0.0838 -1.7500 -1.9276 0.29
H 2.2043 -1.9142 -1.7060 0.30
H 4.4518 -0.9519 -1.8868 0.49
H 6.2672 3.1293 -2.1193 0.26
H 4.8688 3.3605 -3.1863 0.33
H 4.6472 3.2636 -1.4084 0.37
H 2.7621 2.8043 -2.9904 0.37
H 0.5517 1.8410 -2.8992 0.78
H -0.7709 1.9391 -1.5230 0.71
H -2.9825 2.8838 -1.6880 0.42
C 3.9375 -1.8006 2.4930 -1.23
C 3.0480 -0.7153 1.9287 -0.10
N 1.7363 -0.6639 2.5745 0.41
C 1.5958 0.2039 3.7573 -0.91
C 1.2844 1.6401 3.3964 -0.97
C 0.6791 -1.4692 2.0866 0.85
C -0.6344 -1.1244 2.4349 -0.89
N -1.7722 -1.8178 2.0407 0.23
C -1.7993 -3.1388 1.6644 -0.08
C -2.9726 -3.7546 1.3263 -0.85
C -4.1498 -3.0259 1.3179 -0.23
C -4.1309 -1.6891 1.6800 -0.72
C -2.9521 -1.1090 2.0519 -0.13
O 0.9269 -2.4272 1.3375 -0.75
H 4.9297 -1.7937 2.0342 0.42
H 4.0709 -1.6783 3.5693 0.30
H 3.4959 -2.7859 2.3323 0.28
H 3.5131 0.2704 2.0397 0.40
H 2.8933 -0.8553 0.8530 -0.19
H 0.8342 -0.2222 4.4176 0.52
H 2.5321 0.1410 4.3223 0.36
H 1.2270 2.2694 4.2853 0.39
H 2.0509 2.0611 2.7446 0.29
H 0.3356 1.7281 2.8660 0.23
H -0.8000 -0.2094 2.9707 0.24
H -0.8701 -3.6755 1.6639 0.52
H -2.9910 -4.8063 1.0865 0.42
H -5.0829 -3.5007 1.0531 0.43
H -5.0416 -1.1097 1.6812 0.44
H -2.9141 -0.0706 2.3333 0.39
```